1.
{"formula": "C6H12NO", "method": "ωB97M-V/def2-TZVPD", "species": ["C", "O", "C", "C", "C", "N", "C", "C", "H", "H", "H", "H", "H", "H", "H", "H", "H", "H", "H", "H"], "coordinates": [[0.4657, -1.6919, 2.1010], [0.5134, -2.2893, 0.7925], [-0.3670, -0.3936, 2.0629], [0.3260, 0.7686, 1.3427], [0.5406, 0.5560, -0.1190], [-0.9096, 0.7475, -3.5637], [0.0352, 0.9187, -2.4487], [-0.3880, 0.8596, -1.1141], [1.5085, -1.3868, 2.2642], [-0.0081, -2.4890, 2.6759], [-1.3337, -0.6377, 1.5900], [-0.7008, -0.0008, 3.0370], [-0.2889, 1.6909, 1.4542], [1.2397, 0.9373, 1.9483], [1.4718, 0.0561, -0.3782], [0.1434, -1.6837, 0.1365], [-0.5435, 0.2550, -4.3595], [-1.3727, 1.6118, -3.8128], [1.0567, 1.0065, -2.7900], [-1.3886, 1.1649, -0.8193]], "forces_ev_per_a": [[-0.462, 0.975, -1.860], [-0.190, -0.681, -0.050], [-1.016, -0.168, 0.352], [-0.550, 0.384, 0.063], [0.253, -0.339, 0.538], [-0.593, 0.250, 0.916], [-1.435, -0.038, -0.526], [2.255, 0.023, -0.866], [-0.148, -0.521, 1.052], [0.595, 0.360, 0.877], [0.284, 0.055, -0.250], [0.475, -0.517, 0.389], [0.152, -0.434, 0.345], [0.004, 0.189, -0.487], [-0.067, 0.179, -0.283], [0.194, 0.573, 0.003], [0.063, 0.146, -0.098], [0.200, -0.039, -0.531], [0.303, -0.140, 0.588], [-0.317, -0.257, -0.174]], "spin_multiplicity": 1, "total_charge": -1}



2.
{"formula": "C6H12NO", "method": "ωB97M-V/def2-TZVPD", "species": ["C", "C", "C", "C", "H", "H", "H", "H", "H", "H", "C", "O", "C", "N", "H", "H", "H", "H", "H", "H"], "coordinates": [[-2.2657, -1.3596, 0.5184], [-1.7994, -1.7493, -0.6751], [-1.0023, -0.8733, -1.5090], [-0.6582, -1.2059, -2.7621], [-1.9563, -0.3523, 0.8247], [-2.8687, -1.9793, 1.1706], [-1.9935, -2.7711, -1.0162], [-0.6963, 0.0777, -1.0030], [-0.1267, -0.5057, -3.3919], [-0.9738, -2.1729, -3.1455], [0.5722, 1.8350, 0.6213], [-0.7053, 1.3925, 0.3759], [1.4719, 0.7215, 1.1419], [2.8584, 1.1960, 1.3779], [1.0563, 2.2687, -0.2878], [0.5329, 2.6557, 1.3718], [1.0060, 0.3422, 2.0609], [1.4653, -0.0769, 0.3953], [2.7524, 2.0301, 1.9538], [3.3309, 0.5268, 1.9781]], "forces_ev_per_a": [[0.577, 0.602, -0.407], [-0.468, -0.770, 0.830], [0.597, 0.428, -0.420], [-0.365, 0.132, 0.718], [-0.232, -0.137, 0.189], [0.014, -0.116, -0.104], [-0.056, 0.162, -0.186], [-0.353, -0.273, -0.301], [0.141, -0.173, -0.108], [0.095, 0.074, -0.304], [-1.311, -0.059, -0.409], [0.464, 0.003, 0.026], [0.117, 0.095, 0.081], [-0.235, -0.027, 0.240], [0.155, 0.003, 0.128], [0.500, 0.168, 0.198], [-0.020, -0.115, -0.071], [0.121, -0.025, 0.075], [0.179, 0.014, -0.108], [0.080, 0.014, -0.066]], "spin_multiplicity": 1, "total_charge": -1}



3.
{"formula": "C6H12NO", "method": "ωB97M-V/def2-TZVPD", "species": ["C", "N", "C", "C", "C", "C", "C", "O", "H", "H", "H", "H", "H", "H", "H", "H", "H", "H", "H", "H"], "coordinates": [[0.9084, 1.2085, 1.5462], [0.6664, 0.5841, 0.2247], [-0.2482, 1.3988, -0.5714], [-1.1643, 0.4589, -1.3591], [-1.2526, -0.7939, -0.4662], [0.0191, -0.7478, 0.3521], [1.1437, -1.8551, -0.1514], [0.7200, -3.1079, -0.1019], [0.0108, 1.8018, 1.8233], [1.6509, 1.9874, 1.3582], [1.0461, 0.5048, 2.3533], [-0.9177, 1.9965, 0.0802], [0.2769, 2.1666, -1.1409], [-0.7124, 0.1518, -2.3015], [-2.0714, 1.0362, -1.5440], [-2.0767, -0.9091, 0.2412], [-1.2858, -1.7276, -1.0389], [-0.0350, -1.1050, 1.3806], [2.0097, -1.5742, 0.4983], [1.3120, -1.4749, -1.1828]], "forces_ev_per_a": [[-1.088, 1.074, -1.649], [-1.111, -0.146, 1.037], [-0.138, 0.329, 0.478], [0.432, 0.133, 0.282], [-0.054, -0.364, 0.377], [2.623, -1.607, -0.404], [-1.892, 0.619, -0.019], [0.087, -0.156, 0.223], [-0.051, -0.215, 0.186], [0.576, -0.312, 0.758], [0.797, -0.175, -0.101], [0.029, -0.121, 0.210], [0.181, -0.167, -0.440], [-0.026, 0.163, -0.126], [-0.284, -0.472, -0.203], [-0.472, 0.705, -0.311], [0.259, 0.091, -0.058], [-0.728, 0.481, 0.280], [0.243, -0.011, -0.178], [0.616, 0.152, -0.342]], "spin_multiplicity": 1, "total_charge": -1, "smiles": "CN1CCC[C@H]1C[O-]"}



4.
{"formula": "C6H12NO", "method": "ωB97M-V/def2-TZVPD", "species": ["C", "O", "C", "C", "C", "C", "N", "C", "H", "H", "H", "H", "H", "H", "H", "H", "H", "H", "H", "H"], "coordinates": [[1.6924, -1.6909, 0.3246], [2.4518, -2.5181, 1.0969], [0.7086, -0.8005, 1.2604], [0.2943, 0.5016, 0.7753], [-0.8869, 0.4264, -0.1813], [-0.9991, 1.6609, -1.0752], [0.0318, 2.6041, -1.5144], [-1.8530, -0.6128, -0.0512], [1.0637, -2.2018, -0.3549], [2.3197, -1.0371, -0.3120], [-0.1598, -1.4224, 1.4384], [1.2807, -0.6244, 2.1648], [0.0598, 1.2669, 1.7048], [1.1647, 0.9929, 0.2073], [-1.9640, 1.9129, -0.7214], [0.8402, 2.1124, -1.8397], [-0.7780, 1.4868, -2.0819], [-0.3729, -0.3891, -0.5490], [-2.1332, -1.1677, -0.8804], [-2.7607, -0.5002, 0.5887]], "forces_ev_per_a": [[0.999, 0.466, 2.412], [-0.547, 0.321, -0.415], [1.629, -2.028, 0.157], [-0.085, 5.296, 2.468], [2.061, -4.467, 0.723], [2.076, 2.282, -1.258], [-1.701, 1.489, 3.524], [-3.745, 3.282, 2.809], [-1.235, -1.012, -1.320], [-0.004, 0.700, -0.124], [0.070, -0.155, 0.601], [0.141, -0.413, 0.244], [0.583, -1.538, -1.879], [-1.297, -0.380, 0.622], [-0.901, 2.292, -0.513], [0.446, -0.948, -0.198], [-1.800, -2.741, -2.709], [2.625, -0.814, -3.792], [0.216, -1.498, -1.583], [0.470, -0.134, 0.231]], "spin_multiplicity": 1, "total_charge": -1}



HOMO level
In order: -0.0232, -0.1003, -0.0758, -0.0923
Unit: Ha
Energy relative to the best compared isomer or geometry (same formula, charge and spin)
In order: 35.9, 19.5, 12.7, 228.7
Unit: kcal/mol
Orbital gap
In order: 4.6, 6.7, 5.9, 3.3
Unit: eV